Entry 1
DFT (ωB97M-V with the def2-TZVPD basis set) results for a 2-piece molecular cluster, C3H2N2O overall.

Geometry as ORCA input:
```
! RIJCOSX wB97M-V def2-TZVPD def2/J DEFGRID3
* xyz 0 1
C 2.005 -0.145 -0.233
C -0.896 0.744 0.110
C -0.060 -0.234 -0.525
N 2.903 0.278 0.337
N -0.867 -0.479 0.681
O -1.456 1.807 -0.001
H -0.051 -0.856 -1.428
H -1.577 -1.116 1.060
*
```

Properties
Orbital gap, eV: 10.05
LUMO, eV: -1.02

---

Entry 2
DFT (ωB97M-V with the def2-TZVPD basis set) results for one molecule with the formula C3H2N2O.

Geometry as ORCA input:
```
! RIJCOSX wB97M-V def2-TZVPD def2/J DEFGRID3
* xyz 0 1
N 2.347 -0.525 -0.524
C 1.198 -0.369 -0.418
N -0.109 -0.380 -0.874
C -0.930 0.179 0.102
C -0.160 0.697 1.099
O 0.058 1.096 2.180
H -0.454 -1.151 -1.437
H -1.948 0.454 -0.126
*
```

Properties
Orbital gap, eV: 7.46
Structure (SMILES): N#CNC=C=O
LUMO, eV: -1.00

---

Which of them is the most stable, and which is the least stable? entry 2 and entry 1, in that order.

---

Entry 1
DFT (ωB97M-V with the def2-TZVPD basis set) results for C3H2N2O as an isolated structure.

Geometry as ORCA input:
```
! RIJCOSX wB97M-V def2-TZVPD def2/J DEFGRID3
* xyz 0 1
C -0.259 -0.908 -0.315
C 0.438 -0.368 0.909
C -0.131 1.106 -0.480
H 0.632 -1.178 1.608
H -0.126 2.276 -0.908
N 0.674 0.943 0.658
N -0.956 0.184 -0.949
O -0.273 -2.054 -0.522
*
```

Properties
Orbital gap, eV: 8.56
LUMO, eV: -1.85

---

Entry 2
DFT (ωB97M-V with the def2-TZVPD basis set) results for C3H2N2O as an isolated structure.

Geometry as ORCA input:
```
! RIJCOSX wB97M-V def2-TZVPD def2/J DEFGRID3
* xyz 0 1
O -0.037 0.958 1.305
C 0.116 -0.076 0.402
C 1.417 -0.625 0.228
N 2.448 -1.135 0.093
C -0.770 -0.197 -0.601
N -1.608 -0.283 -1.484
H -0.888 0.834 1.740
H -0.678 0.525 -1.683
*
```

Properties
Orbital gap, eV: 8.99
LUMO, eV: -0.14

---

Which of them is the most stable, and which is the least stable? entry 1 and entry 2, in that order.